7
Properties=species:S:1:pos:R:3:mulliken_charge:R:1 method="wB97M-V/def2-TZVPD" e_above_lowest_kcal_mol=119.18 homo_energy_ev=-7.52 energy_ha=-976.4897 gap_ev=6.37
C -0.92487 -0.13064 1.75516 -0.58
P 0.52658 0.82614 -1.52671 -0.10
I -0.56318 -1.04921 -0.24625 0.32
I 0.98172 0.79884 2.28396 -0.08
H -0.98214 -0.99667 2.42030 0.22
H -0.40713 0.67823 -2.56547 0.11
H 1.36902 -0.12669 -2.12098 0.12



8
Properties=species:S:1:pos:R:3:mulliken_charge:R:1 method="wB97M-V/def2-TZVPD" e_above_lowest_kcal_mol=88.81 homo_energy_ev="-9.71 / -7.19" energy_ha=-1222.4519 gap_ev="8.68 / 3.84"
C -0.71824 0.10453 -0.75352 -0.91
Si 0.67955 -0.65420 0.23466 0.19
I 1.12870 -2.85897 -0.89792 -0.15
I 0.94775 3.45082 1.84457 -0.03
I 1.27597 -0.77370 2.58309 0.00
H -0.93428 1.18644 -0.74877 0.34
H -0.76198 -0.05919 -1.96861 0.28
H -1.61746 -0.39573 -0.29351 0.29



9
Properties=species:S:1:pos:R:3:mulliken_charge:R:1 method="wB97M-V/def2-TZVPD" e_above_lowest_kcal_mol=81.14 homo_energy_ev=-8.70 energy_ha=-556.4490 gap_ev=8.93
C 1.19827 -0.28932 0.81083 -0.12
N 0.13661 -0.86475 1.15438 -0.09
N -0.96692 -0.85840 0.36182 -0.63
N -0.45343 0.95818 -0.89864 -0.83
N -1.12378 -0.01126 -0.57487 0.70
I 2.82994 -0.55125 2.12234 0.04
H 1.37220 0.13138 -0.27461 0.38
H -0.80478 1.59357 -1.72870 0.25
H -2.18812 -0.10817 -0.97256 0.29